Formula: C6H11N
Source: the Open Molecules 2025 dataset
Level of theory: ωB97M-V/def2-TZVPD

Output
- E: -289.87126 a.u.
- Kohn-Sham gap: 8.225 eV
- 2S+1: 1
- HOMO energy: -7.284 eV

XYZ file:
```
18
Properties=species:S:1:pos:R:3:mulliken_charge:R:1
C -0.52 2.06 -0.97 -1.05
C -0.37 0.71 -0.90 0.65
C -1.51 -0.20 -1.29 -1.17
N 0.94 0.15 -1.12 -0.26
C 1.39 -0.49 -0.01 -0.13
C 0.69 -0.17 1.14 -0.20
C 0.58 -1.13 2.29 -1.32
H 0.32 2.73 -0.79 0.31
H -1.48 2.51 -1.21 0.28
H -2.47 0.32 -1.27 0.38
H -1.58 -1.05 -0.61 0.29
H -1.38 -0.58 -2.31 0.28
H 1.15 -0.25 -2.03 0.29
H 1.98 -1.39 -0.16 0.35
H 0.63 0.87 1.43 0.33
H -0.31 -0.89 2.88 0.34
H 1.45 -1.05 2.96 0.32
H 0.50 -2.16 1.95 0.32
```


Formula: C6H11N
Source: the Open Molecules 2025 dataset
Level of theory: ωB97M-V/def2-TZVPD

Output
- E: -289.92384 a.u.
- Kohn-Sham gap: 8.467 eV
- 2S+1: 1
- HOMO energy: -7.445 eV

XYZ file:
```
18
Properties=species:S:1:pos:R:3:mulliken_charge:R:1
C 0.95 1.45 2.02 -0.87
C 0.03 0.80 1.31 -0.46
C 0.36 -0.05 0.15 0.72
N 1.56 -0.75 0.27 -0.50
C -0.54 -0.27 -0.82 0.89
C -0.20 -1.12 -2.01 -1.53
C -1.99 0.16 -0.69 -1.56
H 0.58 2.23 2.68 0.27
H 1.99 1.21 1.93 0.31
H -1.02 0.93 1.54 0.27
H 1.87 -1.03 1.18 0.21
H 1.88 -1.37 -0.46 0.12
H -0.48 -2.17 -1.92 0.25
H 0.87 -1.07 -2.17 0.39
H -0.67 -0.74 -2.92 0.43
H -2.50 -0.16 -1.60 0.37
H -2.47 -0.34 0.17 0.33
H -2.14 1.23 -0.54 0.37
```


Formula: C6H11N
Source: the Open Molecules 2025 dataset
Level of theory: ωB97M-V/def2-TZVPD

Output
- E: -289.75844 a.u.
- Kohn-Sham gap: 7.945 eV
- 2S+1: 1
- HOMO energy: -7.078 eV

XYZ file:
```
18
Properties=species:S:1:pos:R:3:mulliken_charge:R:1
C 0.84 0.31 0.04 -0.24
C -0.03 -0.32 0.95 -0.35
C -0.33 -1.79 -1.68 -1.21
C -0.47 -0.39 -1.21 0.58
C 0.88 1.56 2.72 -0.26
C -1.26 0.55 -1.73 -0.90
N 1.28 0.42 2.39 -0.63
H 0.78 1.38 -0.06 0.30
H 1.77 -0.18 -0.22 0.22
H 0.09 -1.38 1.14 0.25
H -0.94 0.18 1.26 0.26
H 0.72 -2.06 -1.82 0.28
H -0.75 -2.50 -0.96 0.28
H -0.85 -1.96 -2.63 0.39
H 1.27 2.09 3.61 0.29
H 0.07 2.12 2.19 0.16
H -1.75 0.43 -2.69 0.30
H -1.32 1.54 -1.29 0.25
```


Formula: C6H11N
Source: the Open Molecules 2025 dataset
Level of theory: ωB97M-V/def2-TZVPD

Output
- E: -289.83070 a.u.
- Kohn-Sham gap: 10.395 eV
- 2S+1: 1
- HOMO energy: -9.227 eV

XYZ file:
```
18
Properties=species:S:1:pos:R:3:mulliken_charge:R:1
C 1.92 0.14 0.05 -0.41
C 1.23 -1.07 -0.05 -0.71
C -0.18 -0.60 -0.38 0.13
C -1.65 -0.74 0.00 -0.74
C -1.79 0.77 -0.12 -0.59
C -0.23 0.70 0.22 -0.09
H 2.64 0.27 -0.75 0.38
H 2.34 0.12 1.12 0.24
H 1.46 -1.75 -0.91 0.24
H 1.06 -1.62 0.94 0.24
H -0.15 -0.24 -1.44 0.20
H -1.72 -0.98 1.01 0.31
H -2.23 -1.60 -0.44 0.34
H -2.26 1.40 0.69 0.30
H -2.19 1.05 -1.11 0.27
H -0.28 0.57 1.37 0.20
H 1.14 2.21 0.15 0.25
N 0.91 1.37 -0.35 -0.57
```


Formula: C6H11N
Source: the Open Molecules 2025 dataset
Level of theory: ωB97M-V/def2-TZVPD

Output
- E: -289.84184 a.u.
- Kohn-Sham gap: 9.598 eV
- 2S+1: 1
- HOMO energy: -8.557 eV

XYZ file:
```
18
Properties=species:S:1:pos:R:3:mulliken_charge:R:1
C -2.16 0.52 2.57 -0.84
C -1.65 0.81 1.38 -0.15
C -0.41 0.26 0.91 -0.06
C -0.28 -0.57 -0.17 -0.77
C 1.11 -1.02 -0.32 -0.30
N 1.54 -0.76 -1.79 -0.52
C 1.31 0.65 -2.14 -0.77
H -1.62 -0.04 3.29 0.33
H -3.07 1.00 2.73 0.28
H -2.30 1.46 0.65 0.21
H 0.33 0.29 1.67 0.38
H -1.00 -0.68 -0.95 0.48
H 2.05 -0.62 0.33 0.25
H 0.94 -2.03 0.01 0.35
H 2.58 -0.85 -1.88 0.28
H 0.45 0.91 -1.60 0.32
H 1.12 0.78 -3.21 0.22
H 2.21 1.22 -1.88 0.30
```


Formula: C6H11N2
Source: the Open Molecules 2025 dataset
Level of theory: ωB97M-V/def2-TZVPD

Output
- E: -344.34395 a.u.
- Kohn-Sham gap: 10.806 eV
- 2S+1: 1
- HOMO energy: -14.172 eV
- Charge: +1

XYZ file:
```
19
Properties=species:S:1:pos:R:3:mulliken_charge:R:1
C 2.12 0.48 -1.43 -0.85
N 0.76 0.14 -1.09 -0.22
C -0.03 -0.71 -1.59 -0.40
C -1.24 -0.65 -0.74 -0.43
C -0.92 0.46 0.24 0.57
C -0.78 1.85 0.79 -0.84
N -0.87 -0.71 0.68 0.07
C -0.51 -1.48 1.79 -0.86
H 2.49 0.43 -0.35 0.31
H 2.10 1.52 -1.64 0.31
H 2.47 -0.19 -2.16 0.34
H 0.17 -1.31 -2.44 0.56
H -2.25 -0.95 -0.89 0.51
H -1.88 2.06 0.91 0.33
H -0.20 2.46 -0.01 0.26
H -0.26 1.78 1.77 0.29
H 0.46 -1.22 2.16 0.38
H -1.34 -1.42 2.45 0.34
H -0.29 -2.54 1.55 0.34
```


Formula: C6H11N2O
Source: the Open Molecules 2025 dataset
Level of theory: ωB97M-V/def2-TZVPD

Output
- E: -419.60349 a.u.
- Kohn-Sham gap: 10.033 eV
- 2S+1: 1
- HOMO energy: -14.691 eV
- Charge: +1

XYZ file:
```
20
Properties=species:S:1:pos:R:3:mulliken_charge:R:1
C -0.46 1.62 -0.33 -1.25
C -1.13 0.26 -0.30 0.62
C -0.81 -0.42 -1.67 -1.66
C -0.67 -0.57 0.83 -0.85
N 0.79 -0.47 1.09 -0.26
C 1.79 -1.03 0.76 0.20
N 3.14 -0.40 1.72 -0.25
C 2.87 0.03 2.83 0.62
O 2.59 0.47 3.83 -0.18
H 0.38 1.57 0.38 0.27
H -0.20 1.82 -1.36 0.34
H -1.07 2.46 -0.16 0.35
H -2.20 0.46 -0.27 0.45
H -1.11 -1.54 -1.71 0.31
H 0.07 -0.09 -2.08 0.48
H -1.52 -0.10 -2.42 0.46
H -1.03 -0.18 1.76 0.30
H -0.98 -1.70 0.89 0.39
H 2.28 -1.90 0.38 0.42
H 3.92 -0.24 1.18 0.25
```


Formula: C6H11N2O2
Source: the Open Molecules 2025 dataset
Level of theory: ωB97M-V/def2-TZVPD

Output
- E: -494.76626 a.u.
- Kohn-Sham gap: 9.085 eV
- 2S+1: 1
- HOMO energy: -13.978 eV
- Charge: +1

XYZ file:
```
21
Properties=species:S:1:pos:R:3:mulliken_charge:R:1
C -1.54 -2.52 0.01 -1.22
C -0.80 -1.26 -0.05 0.30
C -1.23 -0.01 -0.17 -1.03
C -0.02 0.90 -0.09 1.71
C 0.07 1.77 -1.29 -1.38
C 0.15 1.59 1.28 -1.32
N 1.06 -0.02 -0.08 1.12
N 2.27 0.16 0.01 -0.53
O 3.01 -0.89 0.03 -0.29
O 0.61 -1.34 -0.01 -0.44
H -1.18 -3.35 -0.75 0.33
H -2.52 -2.30 -0.29 0.40
H -1.63 -2.91 1.08 0.30
H -2.20 0.35 -0.04 0.47
H -0.52 1.53 -2.11 0.43
H 1.15 1.74 -1.69 0.37
H -0.09 2.89 -1.09 0.29
H -0.15 2.60 1.19 0.39
H 1.31 1.63 1.52 0.34
H -0.34 1.13 2.18 0.35
H 2.58 -1.68 0.34 0.41
```


Formula: C6H11N2O4S
Source: the Open Molecules 2025 dataset
Level of theory: ωB97M-V/def2-TZVPD

Output
- E: -1043.52425 a.u.
- Kohn-Sham gap: 9.629 eV
- 2S+1: 1
- HOMO energy: -13.082 eV
- Charge: +1

XYZ file:
```
24
Properties=species:S:1:pos:R:3:mulliken_charge:R:1
C -1.98 -0.38 -0.14 0.44
C -0.06 0.00 1.24 0.55
C -1.22 -1.30 -1.15 -0.19
C -0.14 -1.31 1.66 -0.53
C 2.52 1.39 -0.32 -1.12
C 1.42 1.75 0.74 -0.24
N -2.61 -1.21 0.94 -0.17
N -0.72 -2.43 -0.87 -0.49
O -2.95 0.33 -0.62 -0.54
O -1.09 0.52 0.45 -0.32
O -1.57 -3.57 1.29 -0.39
O 0.99 0.71 1.55 -0.29
S -1.76 -2.16 1.95 0.45
H -1.24 -1.08 -2.28 0.34
H 0.67 -1.65 2.37 0.47
H 3.19 0.67 0.16 0.31
H 2.14 1.00 -1.23 0.31
H 2.88 2.38 -0.58 0.39
H 0.67 2.20 0.06 0.25
H 1.92 2.55 1.40 0.36
H -3.54 -0.79 1.12 0.31
H -0.99 -3.45 0.47 0.42
H -0.44 -3.13 -1.55 0.30
H -2.70 0.91 -1.36 0.39
```


Formula: C6H11N3
Source: the Open Molecules 2025 dataset
Level of theory: ωB97M-V/def2-TZVPD

Output
- E: -399.23421 a.u.
- Kohn-Sham gap: 9.245 eV
- 2S+1: 1
- HOMO energy: -8.791 eV

XYZ file:
```
20
Properties=species:S:1:pos:R:3:mulliken_charge:R:1
C 3.20 0.86 0.62 -0.75
C 2.94 -0.29 -0.31 -0.32
C 1.51 -0.76 -0.31 -1.13
C -0.80 0.12 -0.14 0.70
C -2.68 -1.41 0.32 -0.77
C -1.70 1.28 -0.15 0.01
H 2.76 1.86 0.06 0.27
H 2.18 0.64 1.74 0.18
H 4.46 0.63 1.12 0.25
H 3.30 -1.36 -0.18 0.27
H 3.19 -0.30 -1.54 0.19
H 1.10 -1.47 -1.01 0.84
H 1.32 -1.56 0.49 0.29
H -0.64 -1.87 0.56 0.24
H -3.22 -1.00 -0.67 0.27
H -2.93 -0.70 1.29 0.27
H -2.76 -2.47 0.61 0.30
N 0.49 0.23 -0.32 -0.46
N -1.30 -1.07 0.02 -0.22
N -2.56 2.09 -0.07 -0.42
```


Formula: C6H11N3
Source: the Open Molecules 2025 dataset
Level of theory: ωB97M-V/def2-TZVPD

Output
- E: -399.43215 a.u.
- Kohn-Sham gap: 10.689 eV
- 2S+1: 1
- HOMO energy: -10.163 eV

XYZ file:
```
20
Properties=species:S:1:pos:R:3:mulliken_charge:R:1
H 1.79 -2.11 -0.56 0.25
N 1.12 -1.53 -0.93 -0.60
C 0.68 -0.74 -0.07 -0.01
N 1.03 -0.90 1.35 -0.18
C 1.88 -1.86 1.56 0.36
N 2.64 -2.69 1.78 -0.48
C -0.33 0.36 -0.27 1.79
C -0.74 0.30 -1.82 -1.64
C -1.57 0.15 0.61 -1.71
C 0.19 1.81 -0.04 -1.60
H 0.40 -0.53 1.99 0.24
H 0.23 -0.12 -2.29 0.34
H -1.55 -0.34 -1.94 0.43
H -0.93 1.35 -1.94 0.46
H -1.54 -0.77 1.13 0.46
H -2.52 0.11 0.04 0.37
H -1.69 0.97 1.33 0.37
H -0.69 2.61 -0.14 0.39
H 0.57 1.95 0.99 0.40
H 1.02 2.00 -0.78 0.38
```


Formula: C6H11N3
Source: the Open Molecules 2025 dataset
Level of theory: ωB97M-V/def2-TZVPD

Output
- E: -399.39547 a.u.
- Kohn-Sham gap: 8.095 eV
- 2S+1: 1
- HOMO energy: -7.280 eV

XYZ file:
```
20
Properties=species:S:1:pos:R:3:mulliken_charge:R:1
C -1.27 2.11 -0.03 -1.27
C -1.44 0.65 -0.10 0.70
C -2.60 -0.18 0.01 -0.54
N -2.39 -1.48 -0.03 -1.06
N -1.05 -1.64 -0.22 0.41
C -0.33 -0.52 -0.23 0.28
N 1.06 -0.53 -0.34 -0.03
C 1.81 0.63 0.03 -1.17
C 1.83 -1.67 0.12 -1.00
H -2.15 2.56 0.36 0.36
H -0.39 2.66 0.45 0.29
H -1.22 2.45 -1.07 0.31
H -3.59 0.18 -0.08 0.47
H -0.62 -2.49 -0.33 0.16
H 2.80 0.64 -0.17 0.45
H 1.42 1.55 -0.42 0.34
H 1.92 0.87 1.15 0.36
H 2.67 -1.80 -0.52 0.30
H 2.21 -1.41 1.21 0.28
H 1.34 -2.60 0.17 0.35
```


> What is the formula in the fifth record?

C6H11N